Molecular formula: C67H56BaN12O7P2S3
Method: DFT, wB97M-V/def2-TZVPD

Results
Frontier orbital gap, eV: 4.3
HOMO, eV: -0.847

ORCA input file:
```
! RIJCOSX wB97M-V def2-TZVPD def2/J DEFGRID3
* xyz -2 1
Ba 0.22 0.07 -0.89
C 3.98 -3.19 -1.13
C 2.66 -2.52 -1.42
N 2.27 -1.53 -0.72
N 3.19 -1.17 0.32
C 3.14 -0.04 0.95
S 2.25 1.46 0.92
S 4.41 0.14 2.24
C 5.32 -1.41 2.19
C 4.86 -2.45 3.18
C 3.61 -3.06 3.04
C 3.19 -4.00 3.95
C 3.99 -4.35 5.04
C 5.22 -3.74 5.19
C 5.65 -2.80 4.27
C 1.80 -3.11 -2.56
C 2.28 -4.29 -3.15
C 1.61 -4.99 -4.14
C 0.39 -4.53 -4.60
C -0.11 -3.35 -4.10
C 0.59 -2.64 -3.13
O 0.06 -1.45 -2.72
H 4.20 -3.11 -0.07
H 4.75 -2.65 -1.68
H 4.01 -4.24 -1.40
H 6.37 -1.17 2.37
H 5.21 -1.78 1.17
H 2.98 -2.76 2.21
H 2.22 -4.47 3.83
H 3.65 -5.09 5.75
H 5.85 -4.00 6.03
H 6.62 -2.32 4.39
H 3.23 -4.69 -2.84
H 2.05 -5.90 -4.55
H -0.17 -5.07 -5.36
H -1.05 -2.95 -4.46
S -0.78 -0.44 -3.84
C -2.56 -0.48 -3.38
N -3.04 0.01 -4.56
N -4.46 0.07 -4.56
C -5.28 0.79 -3.75
C -6.64 0.44 -3.64
C -7.51 1.18 -2.87
C -7.09 2.30 -2.16
C -5.74 2.65 -2.26
C -4.86 1.92 -3.03
N -3.16 -0.69 -2.29
N -2.42 -1.24 -1.20
C -3.28 -1.60 -0.26
C -2.90 -2.58 0.72
C -3.76 -3.01 1.71
C -5.04 -2.48 1.87
C -5.44 -1.53 0.92
C -4.63 -1.11 -0.11
H -4.88 -0.78 -4.93
H -6.99 -0.45 -4.16
H -8.55 0.86 -2.81
H -7.77 2.86 -1.55
H -5.37 3.50 -1.70
H -3.82 2.20 -3.09
H -1.92 -3.02 0.60
H -3.42 -3.80 2.37
H -5.70 -2.83 2.65
H -6.44 -1.11 0.98
H -4.99 -0.40 -0.84
N -1.09 3.78 -3.80
C -1.21 2.69 -3.05
N -0.08 2.47 -2.41
C 0.73 3.46 -2.86
N 0.16 4.29 -3.71
C 2.17 3.55 -2.52
C 2.88 4.73 -2.73
N 4.18 4.81 -2.49
C 4.75 3.70 -2.03
C 4.04 2.54 -1.80
N 2.74 2.46 -2.04
H -1.76 4.16 -4.45
H -2.10 2.09 -3.00
H 2.37 5.61 -3.11
H 5.82 3.73 -1.83
H 4.52 1.64 -1.42
O 0.25 -1.18 1.53
P -0.48 -1.02 2.83
C -1.94 0.07 2.65
P -1.76 1.65 1.80
O -1.11 1.58 0.45
C -0.91 2.79 2.91
C 0.06 3.62 2.37
C 0.73 4.52 3.20
C 0.43 4.58 4.55
C -0.56 3.76 5.09
C -1.22 2.86 4.27
C -3.41 2.36 1.68
C -4.54 1.65 2.07
C -5.80 2.23 1.92
C -5.92 3.50 1.38
C -4.79 4.20 0.98
C -3.54 3.63 1.12
C 0.56 -0.47 4.20
C 1.31 0.69 4.03
C 2.20 1.11 5.01
C 2.36 0.37 6.17
C 1.63 -0.80 6.34
C 0.75 -1.22 5.36
C -1.14 -2.58 3.46
C -2.04 -2.64 4.52
C -2.40 -3.86 5.05
C -1.86 -5.03 4.53
C -0.97 -4.97 3.47
C -0.59 -3.74 2.94
H -2.41 0.23 3.63
H -2.62 -0.53 2.03
H 0.32 3.54 1.33
H 1.51 5.14 2.78
H 0.96 5.27 5.19
H -0.79 3.80 6.14
H -1.98 2.21 4.70
H -4.47 0.64 2.44
H -6.68 1.66 2.19
H -6.90 3.94 1.25
H -4.89 5.18 0.54
H -2.66 4.17 0.78
H 1.28 1.24 3.10
H 2.78 2.00 4.84
H 3.06 0.69 6.93
H 1.78 -1.41 7.22
H 0.22 -2.15 5.52
H -2.47 -1.73 4.93
H -3.12 -3.91 5.87
H -2.15 -5.99 4.94
H -0.55 -5.88 3.06
H 0.10 -3.68 2.11
O 4.26 -0.67 -3.25
C 3.41 -0.01 -3.88
O 2.19 0.10 -3.68
C 3.96 0.84 -5.04
C 5.28 1.27 -5.05
C 5.77 2.08 -6.07
C 4.95 2.45 -7.12
C 3.64 2.00 -7.08
C 3.11 1.23 -6.07
N 2.74 2.40 -8.23
O 3.24 3.08 -9.12
O 1.59 2.01 -8.21
H 5.92 0.93 -4.24
H 6.80 2.42 -6.05
H 5.29 3.07 -7.94
H 2.07 0.93 -6.05
*
```